9 unconnected molecules or ions with the total composition C34H61N12S. Source: the OMol25 dataset; level of theory: the ωB97M-V functional and the def2-TZVPD basis.

## Properties
HOMO energy: -12.49 eV
LUMO energy: -2.94 eV
net charge: +1
Kohn-Sham gap: 9.5534 eV

Cartesian coordinates (Å):
N: 4.569 -0.625 -5.626
C: 3.373 -0.905 -5.118
N: 3.059 -2.042 -4.472
C: 1.798 -1.922 -4.147
N: 1.262 -0.771 -4.552
S: -0.312 -0.134 -4.404
N: 2.301 -0.103 -5.171
H: 4.760 0.230 -6.118
H: 5.322 -1.274 -5.469
H: 1.205 -2.647 -3.609
H: 0.044 0.826 -3.537
H: 2.180 0.825 -5.553
C: 3.505 -3.745 -1.753
C: 3.379 -4.380 -0.375
C: 1.897 -4.499 -0.003
C: 1.294 -3.167 0.008
N: 0.859 -2.110 -0.104
H: 3.048 -2.753 -1.711
H: 4.536 -3.624 -2.086
H: 2.986 -4.336 -2.512
H: 3.894 -3.768 0.368
H: 3.838 -5.367 -0.353
H: 1.757 -4.981 0.964
H: 1.373 -5.110 -0.741
C: -2.302 -1.023 -0.321
C: -2.812 -1.465 1.044
C: -4.341 -1.408 1.132
C: -4.834 -0.042 0.978
N: -5.199 1.039 0.860
H: -2.579 0.013 -0.526
H: -1.219 -1.103 -0.369
H: -2.729 -1.642 -1.114
H: -2.383 -0.846 1.833
H: -2.500 -2.491 1.244
H: -4.689 -1.789 2.093
H: -4.785 -2.027 0.350
C: -4.821 4.389 3.305
C: -5.490 3.106 3.786
C: -6.671 3.374 4.724
C: -6.246 4.038 5.955
N: -5.905 4.576 6.910
H: -4.407 4.960 4.140
H: -4.007 4.157 2.617
H: -5.528 5.030 2.777
H: -4.760 2.475 4.292
H: -5.847 2.543 2.925
H: -7.164 2.438 4.990
H: -7.420 3.997 4.230
C: 0.166 3.062 0.271
C: 0.396 4.440 -0.337
C: -0.134 4.555 -1.775
C: 0.562 3.644 -2.678
N: 1.103 2.912 -3.379
H: 0.698 2.286 -0.283
H: 0.528 3.033 1.297
H: -0.896 2.808 0.282
H: 1.460 4.680 -0.323
H: -0.107 5.200 0.260
H: -0.008 5.570 -2.156
H: -1.201 4.328 -1.814
C: 8.176 -4.809 1.859
C: 8.501 -4.714 0.374
C: 7.247 -4.744 -0.508
C: 6.519 -6.006 -0.384
N: 5.965 -7.004 -0.268
H: 7.679 -5.751 2.095
H: 9.085 -4.755 2.455
H: 7.522 -3.993 2.172
H: 9.164 -5.530 0.084
H: 9.034 -3.784 0.170
H: 7.514 -4.606 -1.558
H: 6.575 -3.927 -0.235
C: -8.874 -1.828 -2.945
C: -8.404 -1.566 -1.519
C: -7.305 -0.500 -1.437
C: -6.084 -0.912 -2.126
N: -5.128 -1.257 -2.662
H: -8.061 -2.208 -3.565
H: -9.675 -2.566 -2.958
H: -9.253 -0.914 -3.405
H: -8.042 -2.494 -1.072
H: -9.243 -1.227 -0.911
H: -7.054 -0.292 -0.399
H: -7.657 0.438 -1.869
C: -0.891 2.563 6.451
C: -0.299 2.513 5.047
C: -1.374 2.553 3.954
C: -2.258 1.392 4.011
N: -2.954 0.481 4.071
H: -1.530 1.700 6.641
H: -0.102 2.565 7.201
H: -1.492 3.463 6.593
H: 0.305 1.613 4.928
H: 0.365 3.365 4.895
H: -0.918 2.585 2.963
H: -1.984 3.453 4.057
C: 6.085 2.905 -2.554
C: 5.327 1.584 -2.573
C: 3.946 1.684 -1.913
C: 4.030 2.020 -0.494
N: 4.100 2.292 0.618
H: 6.276 3.231 -1.531
H: 7.047 2.808 -3.056
H: 5.520 3.689 -3.059
H: 5.914 0.810 -2.074
H: 5.183 1.257 -3.606
H: 3.408 0.737 -2.004
H: 3.340 2.441 -2.412

A gas-phase ion, C3H8N2OP (charge +1) in a non-equilibrium geometry. Source: the OMol25 dataset; level of theory: the ωB97M-V functional and the def2-TZVPD basis.

## Properties
HOMO energy: -12.08 eV
relative energy (zero: lowest compared OMol25 entry of this formula, charge and spin): 91.1 kcal per mole
LUMO energy: -4.04 eV
net charge: +1
Kohn-Sham gap: 8.0481 eV

Cartesian coordinates (Å):
C: -0.064 -0.424 3.693
P: -0.831 -1.069 2.034
N: 0.029 -0.232 1.054
C: 0.193 -0.537 -0.681
O: -0.883 -0.849 -1.566
C: -0.345 0.455 -1.572
N: 0.221 0.797 -2.927
H: -0.782 -0.200 4.428
H: 0.556 -1.310 4.069
H: 0.711 0.311 3.298
H: 1.257 -0.848 -0.765
H: -1.090 1.264 -1.255
H: 1.253 0.418 -3.108
H: 0.205 1.851 -3.103
H: -0.430 0.372 -3.601

2 unconnected molecules or ions with the total composition H3N2O in a non-equilibrium geometry. Source: the OMol25 dataset; level of theory: the ωB97M-V functional and the def2-TZVPD basis.

## Properties
HOMO energy (spin up / spin down): -1.40 / -1.34 eV
relative energy (zero: lowest compared OMol25 entry of this formula, charge and spin): 81.2 kcal per mole
LUMO energy (spin up / spin down): 5.57 / 5.57 eV
net charge: -1
Kohn-Sham gap (spin up / spin down): 6.9647 / 6.9131 eV

Cartesian coordinates (Å):
N: -0.200 0.488 0.730
N: 0.222 -0.515 -0.567
O: 0.985 0.097 -1.349
H: 0.716 0.954 0.910
H: -0.451 -0.208 1.411
H: -1.272 -0.816 -1.135